Entry 1:
Molecular formula: C5H13N2O
Method: DFT, wB97M-V/def2-TZVPD

The calculation puts the frontier orbital gap at 5.875 eV. As for the net charge: -1. The multiplicity is 1. The value obtained for the energy above the lowest of the compared OMol25 structures with the same formula, charge and spin is 131.7 kcal/mol.

CARTESIAN COORDINATES (ANGSTROEM)
C 1.226 -1.127 0.561
N 2.022 0.120 0.545
C 1.998 0.898 -0.589
N 1.474 0.688 -1.775
C -0.192 -0.911 -0.011
C -1.031 0.279 0.538
C -2.457 -0.212 0.882
O -3.080 -0.844 -0.115
H 1.701 -1.867 -0.083
H 1.197 -1.401 1.614
H 1.110 1.078 0.238
H 0.773 3.139 0.112
H 2.871 1.542 -0.687
H 0.259 3.447 -0.332
H 1.676 1.492 -2.361
H -0.893 -1.737 -0.152
H 0.013 -0.593 -1.023
H -0.568 0.783 1.401
H -1.213 0.964 -0.301
H -2.961 0.714 1.284
H -2.394 -0.858 1.804

Here are the natural (NBO) charges for atoms 1 to 8, given in e: number 1, C, carries -0.2542; number 2, N, carries -0.4365; number 3, C, carries -0.0170; number 4, N, carries -0.7427; number 5, C, carries -0.4881; number 6, C, carries -0.4725; number 7, C, carries 0.0123; number 8, O, carries -0.9465

Entry 2:
Molecular formula: C3H8O2S2
Method: DFT, wB97M-V/def2-TZVPD

The calculation puts the frontier orbital gap at 9.214 eV. As for the net charge: 0. The multiplicity is 1. The value obtained for the energy above the lowest of the compared OMol25 structures with the same formula, charge and spin is 50.9 kcal/mol. Its SMILES is O=CCCSS.O.

CARTESIAN COORDINATES (ANGSTROEM)
C 0.798 -0.271 -0.852
C 1.228 -1.056 0.351
O 2.318 -0.756 0.938
C -0.609 -0.832 -1.257
S -1.679 0.553 -1.879
S -2.376 1.477 -0.040
H 0.729 0.852 -0.582
H 1.577 -0.159 -1.603
H 0.713 -1.989 0.690
H -0.420 -1.431 -2.080
H -1.267 -1.442 -0.617
H -3.621 1.115 -0.160
H 1.200 0.769 1.779
H 0.917 1.798 3.023
O 0.491 1.374 2.288

Here are the natural (NBO) charges for atoms 1 to 8, given in e: number 1, C, carries -0.5558; number 2, C, carries 0.4217; number 3, O, carries -0.5559; number 4, C, carries -0.5294; number 5, S, carries 0.0707; number 6, S, carries -0.1123; number 7, H, carries 0.2694; number 8, H, carries 0.2674

Entry 3:
Molecular formula: C5H12N2O
Method: DFT, wB97M-V/def2-TZVPD

The calculation puts the frontier orbital gap at 9.627 eV. As for the net charge: 0. The multiplicity is 1. The value obtained for the energy above the lowest of the compared OMol25 structures with the same formula, charge and spin is 68.7 kcal/mol. Its SMILES is C=CNC.CNC=O.

CARTESIAN COORDINATES (ANGSTROEM)
C 2.612 -0.582 0.030
N 1.221 -0.289 -0.235
C -0.932 -1.462 -0.171
O -0.555 -2.136 -1.113
H 0.962 -0.635 -1.155
H -0.765 -1.648 0.906
H 2.862 -0.345 1.065
H 2.804 -1.636 -0.163
H 3.266 0.004 -0.627
C -2.952 -0.130 0.546
N -1.847 -0.384 -0.354
C 0.648 1.022 0.034
C 1.310 2.177 -0.175
H -2.054 -0.191 -1.328
H -0.153 1.095 0.761
H -3.821 -0.747 0.312
H -2.630 -0.346 1.564
H -3.259 0.916 0.482
H 2.250 2.228 -0.700
H 1.035 3.090 0.323

Here are the natural (NBO) charges for atoms 1 to 8, given in e: number 1, C, carries -0.3954; number 2, N, carries -0.6803; number 3, C, carries 0.5628; number 4, O, carries -0.6326; number 5, H, carries 0.3919; number 6, H, carries 0.1263; number 7, H, carries 0.1958; number 8, H, carries 0.2075

Entry 4:
Molecular formula: C23H44GeN5O7P2Ti
Method: DFT, wB97M-V/def2-TZVPD

The calculation puts the frontier orbital gap (alpha / beta) at 6.365 / 8.045 eV. As for the net charge: +1. The multiplicity is 3. As for the expectation value of S²: 2.0058. The value obtained for the energy above the lowest of the compared OMol25 structures with the same formula, charge and spin is 0.0 kcal/mol.

CARTESIAN COORDINATES (ANGSTROEM)
Ti 1.166 -0.491 -1.394
C -1.950 -2.854 0.578
C -1.128 -1.749 -0.003
N 0.107 -1.522 0.236
C 0.921 -2.350 1.110
C 2.003 -3.031 0.271
N 2.544 -2.132 -0.776
C 3.908 -1.606 -0.560
C 3.806 -0.404 0.356
N 2.804 0.538 -0.187
C 3.393 1.560 -1.084
C 2.275 2.443 -1.643
N 1.049 1.665 -1.743
C -0.004 2.081 -2.331
C -0.117 3.364 -3.079
C -1.171 1.166 -2.138
C -2.476 1.326 -2.577
C -3.412 0.381 -2.180
C -3.061 -0.674 -1.344
C -1.737 -0.768 -0.947
N -0.853 0.126 -1.375
H -1.924 -2.824 1.669
H -1.548 -3.817 0.258
H -2.986 -2.802 0.261
H 0.348 -3.098 1.661
H 1.373 -1.675 1.841
H 1.580 -3.902 -0.228
H 2.804 -3.382 0.925
H 2.520 -2.642 -1.655
H 4.307 -1.334 -1.537
H 4.562 -2.367 -0.127
H 4.778 0.075 0.493
H 3.461 -0.721 1.344
H 2.375 1.030 0.596
H 3.906 1.040 -1.887
H 4.116 2.177 -0.544
H 2.569 2.884 -2.596
H 2.067 3.263 -0.947
H 0.073 4.205 -2.408
H -1.094 3.494 -3.533
H 0.636 3.396 -3.869
H -2.766 2.153 -3.207
H -4.437 0.476 -2.514
H -3.808 -1.383 -1.022
O 2.647 -0.034 -5.443
P 2.957 -1.003 -4.225
O 4.329 -1.500 -4.185
O 2.453 -0.288 -2.954
O 1.881 -2.215 -4.453
P 0.371 -1.939 -3.963
O -0.446 -3.168 -4.537
O -0.098 -0.613 -4.450
O 0.382 -2.135 -2.450
H 1.688 0.128 -5.481
H -0.613 -3.097 -5.486
C -4.953 1.456 2.275
C -4.142 2.735 2.103
C -2.666 2.571 2.467
C -1.945 1.560 1.569
Ge 0.008 1.640 1.805
C 0.640 1.453 3.669
C 0.652 0.033 4.232
C -0.618 -0.767 3.972
C -0.560 -2.168 4.566
H -6.012 1.632 2.090
H -4.854 1.065 3.291
H -4.624 0.675 1.586
H -4.572 3.527 2.721
H -4.215 3.082 1.067
H -2.588 2.246 3.510
H -2.172 3.545 2.413
H -2.161 1.771 0.517
H -2.296 0.547 1.773
H 0.461 3.049 1.310
H -0.013 2.107 4.257
H 1.637 1.894 3.719
H 0.839 0.070 5.309
H 1.502 -0.517 3.811
H -0.780 -0.837 2.887
H -1.483 -0.228 4.371
H 0.275 -2.738 4.149
H -1.478 -2.726 4.378
H -0.414 -2.129 5.646

Here are the Mulliken charges for atoms 1 to 8, given in e: number 1, Ti, carries -1.0049; number 2, C, carries -1.6742; number 3, C, carries 1.0632; number 4, N, carries 0.8470; number 5, C, carries 0.1823; number 6, C, carries -1.6924; number 7, N, carries 0.3042; number 8, C, carries -0.8555

Entry 5:
Molecular formula: C26H67N6O7
Method: DFT, wB97M-V/def2-TZVPD

The calculation puts the frontier orbital gap at 9.288 eV. As for the net charge: +1. The multiplicity is 1.

CARTESIAN COORDINATES (ANGSTROEM)
C 3.269 -3.333 4.485
C 2.339 -3.145 5.697
C 0.856 -3.103 5.345
C 0.491 -1.919 4.453
N 0.331 -0.721 5.300
N -0.078 0.397 4.607
C -1.275 0.762 4.111
N -2.360 0.007 4.172
C -3.661 0.421 3.644
N -4.304 -0.738 3.052
N -1.205 1.978 3.562
C 0.052 2.359 3.709
N 0.768 1.457 4.330
O 2.038 1.572 4.754
C 2.931 0.569 4.168
C 4.362 1.061 4.296
C 4.637 1.732 5.661
C 4.773 1.934 3.102
C 5.287 1.179 1.858
C 4.552 -0.118 1.522
C 6.794 0.894 1.957
H 2.728 -3.357 3.540
H 4.020 -2.546 4.432
H 3.817 -4.270 4.561
H 2.503 -3.960 6.400
H 2.597 -2.232 6.236
H 0.525 -4.020 4.861
H 0.280 -3.023 6.273
H 1.294 -1.729 3.748
H -0.420 -2.133 3.889
H -0.326 -0.889 6.054
H -2.306 -0.906 4.589
H -3.512 1.182 2.885
H -4.243 0.878 4.447
H -4.946 -0.370 2.358
H -4.878 -1.194 3.752
H 0.426 3.311 3.376
H 2.643 0.444 3.127
H 2.784 -0.367 4.701
H 4.980 0.161 4.262
H 5.254 1.095 6.292
H 3.735 1.948 6.225
H 5.160 2.675 5.527
H 3.950 2.591 2.802
H 5.568 2.608 3.414
H 5.137 1.851 1.011
H 5.005 -0.564 0.639
H 4.645 -0.854 2.322
H 3.498 0.047 1.288
H 6.976 -0.084 2.405
H 7.220 0.840 0.956
H 7.313 1.659 2.529
C -4.406 2.218 -1.409
C -4.201 1.966 0.070
O -5.146 1.024 0.591
H -5.413 2.577 -1.607
H -3.691 2.956 -1.777
H -4.273 1.297 -1.981
H -4.351 2.880 0.643
H -3.181 1.608 0.262
H -5.041 0.206 0.095
C -5.530 3.507 -5.662
C -5.530 2.170 -4.947
O -6.481 2.129 -3.880
H -5.318 4.314 -4.959
H -4.783 3.525 -6.456
H -6.506 3.702 -6.112
H -4.559 1.983 -4.489
H -5.733 1.364 -5.657
H -7.351 2.277 -4.261
C 5.923 6.238 -0.433
C 5.930 4.781 -0.014
O 5.136 4.547 1.151
H 6.284 6.868 0.380
H 6.556 6.396 -1.305
H 4.911 6.563 -0.685
H 6.937 4.462 0.250
H 5.580 4.146 -0.835
H 4.234 4.814 0.948
C -6.063 -1.918 -7.009
C -6.891 -0.741 -7.486
O -6.092 0.233 -8.146
H -5.284 -1.580 -6.325
H -6.682 -2.658 -6.498
H -5.574 -2.399 -7.857
H -7.364 -0.241 -6.640
H -7.682 -1.077 -8.165
H -5.695 -0.203 -8.909
C 6.777 -4.842 1.488
C 6.037 -3.519 1.441
O 6.835 -2.466 0.908
H 7.687 -4.747 2.080
H 6.154 -5.624 1.926
H 7.063 -5.161 0.484
H 5.765 -3.199 2.447
H 5.113 -3.619 0.859
H 7.092 -2.715 0.014
C -7.326 -4.673 -11.129
C -6.585 -3.877 -10.072
O -6.648 -2.473 -10.338
H -6.910 -4.470 -12.115
H -7.259 -5.743 -10.934
H -8.383 -4.396 -11.149
H -5.529 -4.141 -10.061
H -6.997 -4.080 -9.077
H -7.577 -2.224 -10.343

Here are the Mulliken charges for atoms 1 to 8, given in e: number 1, C, carries -0.8910; number 2, C, carries -0.5421; number 3, C, carries -1.0065; number 4, C, carries 0.0007; number 5, N, carries -0.8162; number 6, N, carries 0.3819; number 7, C, carries 0.5555; number 8, N, carries -0.0689